DFT (ωB97M-V with the def2-TZVPD basis set) results for a cluster of 7 separate species, C40H88F3NO2 in total in a non-equilibrium geometry.

Computed properties:
HOMO-LUMO gap   9.77 eV
Energy   -56644.5055 eV
SMILES   C=CN(C(=O)O)C(F)(F)F.CCCCCC.CCCCCC.CCCCCC.CCCCCC.CCCCCC.CCCCCC
HOMO level   -9.48 eV
Total charge   0

Last columns: bonded neighbours and bond lengths (Å).
Geometry (Å):
1 C -1.205 0.065 1.565  C2 1.330, H11 1.088, H12 1.085
2 C -0.730 -0.433 0.428  C1 1.330, N3 1.453, H13 1.088
3 N -0.196 0.333 -0.686  C2 1.453, C4 1.453, C7 1.438
4 C 0.412 1.581 -0.260  N3 1.453, O5 1.166, O6 1.360
5 O 1.551 1.734 -0.461  C4 1.166
6 O -0.281 2.594 0.327  C4 1.360, H14 0.972
7 C -1.216 0.542 -1.679  N3 1.438, F8 1.325, F9 1.312, F10 1.304
8 F -2.433 0.689 -1.177  C7 1.325
9 F -1.281 -0.527 -2.437  C7 1.312
10 F -0.953 1.584 -2.419  C7 1.304
11 H -0.860 -0.403 2.485  C1 1.088
12 H -1.943 0.856 1.658  C1 1.085
13 H -0.777 -1.510 0.277  C2 1.088
14 H -0.934 2.904 -0.322  O6 0.972
15 C 0.784 1.649 7.062  C16 1.525, H21 1.091, H22 1.091, H23 1.092
16 C 1.899 2.446 6.393  C15 1.525, C17 1.528, H24 1.094, H25 1.094
17 C 1.409 3.338 5.253  C16 1.528, C18 1.529, H26 1.094, H27 1.095
18 C 0.777 2.597 4.074  C17 1.529, C19 1.528, H28 1.095, H29 1.095
19 C 1.675 1.555 3.410  C18 1.528, C20 1.509, H30 1.095, H31 1.095
20 C 2.915 2.145 2.784  C19 1.509, H32 1.092, H33 1.092, H34 1.092
21 H 0.309 0.956 6.365  C15 1.091
22 H 1.181 1.060 7.890  C15 1.091
23 H 0.015 2.314 7.461  C15 1.092
24 H 2.675 1.763 6.035  C16 1.094
25 H 2.374 3.080 7.146  C16 1.094
26 H 2.246 3.944 4.895  C17 1.094
27 H 0.674 4.048 5.649  C17 1.095
28 H 0.474 3.334 3.323  C18 1.095
29 H -0.147 2.109 4.402  C18 1.095
30 H 1.110 1.055 2.617  C19 1.095
31 H 1.940 0.776 4.132  C19 1.095
32 H 2.641 2.894 2.037  C20 1.092
33 H 3.493 1.365 2.284  C20 1.092
34 H 3.571 2.613 3.521  C20 1.092
35 C 5.934 0.171 4.340  C36 1.525, H41 1.091, H42 1.091, H43 1.092
36 C 5.466 -0.848 3.306  C35 1.525, C37 1.528, H44 1.094, H45 1.094
37 C 6.186 -2.191 3.405  C36 1.528, C38 1.529, H46 1.094, H47 1.095
38 C 7.695 -2.138 3.158  C37 1.529, C39 1.528, H48 1.095, H49 1.094
39 C 8.110 -1.560 1.806  C38 1.528, C40 1.525, H50 1.094, H51 1.094
40 C 7.606 -2.374 0.619  C39 1.525, H52 1.092, H53 1.091, H54 1.091
41 H 6.987 0.424 4.210  C35 1.091
42 H 5.360 1.094 4.247  C35 1.091
43 H 5.795 -0.211 5.354  C35 1.092
44 H 5.577 -0.429 2.302  C36 1.094
45 H 4.394 -1.021 3.448  C36 1.094
46 H 5.726 -2.890 2.700  C37 1.094
47 H 6.014 -2.614 4.400  C37 1.095
48 H 8.096 -3.153 3.248  C38 1.095
49 H 8.174 -1.557 3.951  C38 1.094
50 H 9.203 -1.527 1.767  C39 1.094
51 H 7.770 -0.525 1.713  C39 1.094
52 H 7.963 -3.405 0.673  C40 1.092
53 H 7.966 -1.944 -0.317  C40 1.091
54 H 6.516 -2.390 0.574  C40 1.091
55 C -1.567 -3.983 -2.089  C56 1.526, H61 1.091, H62 1.091, H63 1.092
56 C -2.166 -4.871 -1.003  C55 1.526, C57 1.528, H64 1.093, H65 1.094
57 C -1.299 -4.961 0.252  C56 1.528, C58 1.529, H66 1.094, H67 1.096
58 C 0.085 -5.578 0.043  C57 1.529, C59 1.528, H68 1.095, H69 1.094
59 C 0.084 -6.989 -0.543  C58 1.528, C60 1.526, H70 1.093, H71 1.094
60 C -0.607 -8.015 0.349  C59 1.526, H72 1.092, H73 1.091, H74 1.091
61 H -0.614 -4.372 -2.452  C55 1.091
62 H -2.243 -3.921 -2.944  C55 1.091
63 H -1.404 -2.969 -1.717  C55 1.092
64 H -2.357 -5.868 -1.408  C56 1.093
65 H -3.141 -4.464 -0.718  C56 1.094
66 H -1.841 -5.530 1.013  C57 1.094
67 H -1.169 -3.955 0.668  C57 1.096
68 H 0.605 -5.595 1.007  C58 1.095
69 H 0.681 -4.928 -0.605  C58 1.094
70 H 1.122 -7.300 -0.692  C59 1.093
71 H -0.380 -6.990 -1.533  C59 1.094
72 H -0.137 -8.055 1.334  C60 1.092
73 H -0.542 -9.010 -0.095  C60 1.091
74 H -1.666 -7.785 0.484  C60 1.091
75 C -7.181 -0.267 4.745  C76 1.525, H81 1.091, H82 1.091, H83 1.092
76 C -5.867 -0.997 4.485  C75 1.525, C77 1.528, H84 1.094, H85 1.093
77 C -4.977 -0.296 3.460  C76 1.528, C78 1.530, H86 1.095, H87 1.095
78 C -5.568 -0.173 2.054  C77 1.530, C79 1.528, H88 1.096, H89 1.094
79 C -5.958 -1.496 1.396  C78 1.528, C80 1.526, H90 1.093, H91 1.094
80 C -4.775 -2.436 1.180  C79 1.526, H92 1.093, H93 1.092, H94 1.092
81 H -7.798 -0.215 3.847  C75 1.091
82 H -7.759 -0.787 5.511  C75 1.091
83 H -6.998 0.751 5.096  C75 1.092
84 H -6.072 -2.024 4.172  C76 1.094
85 H -5.316 -1.068 5.427  C76 1.093
86 H -4.020 -0.825 3.405  C77 1.095
87 H -4.743 0.710 3.824  C77 1.095
88 H -4.838 0.337 1.415  C78 1.096
89 H -6.445 0.479 2.083  C78 1.094
90 H -6.410 -1.277 0.425  C79 1.093
91 H -6.728 -2.002 1.985  C79 1.094
92 H -4.007 -1.961 0.564  C80 1.093
93 H -5.100 -3.345 0.670  C80 1.092
94 H -4.319 -2.736 2.126  C80 1.092
95 C 2.355 0.851 -3.386  C96 1.524, H101 1.092, H102 1.084, H103 1.092
96 C 1.462 0.088 -4.358  C95 1.524, C97 1.528, H104 1.095, H105 1.084
97 C 2.237 -0.834 -5.298  C96 1.528, C98 1.529, H106 1.095, H107 1.095
98 C 3.221 -0.129 -6.233  C97 1.529, C99 1.528, H108 1.095, H109 1.094
99 C 2.604 0.937 -7.137  C98 1.528, C100 1.525, H110 1.094, H111 1.094
100 C 1.562 0.383 -8.104  C99 1.525, H112 1.092, H113 1.092, H114 1.091
101 H 3.040 1.514 -3.920  C95 1.092
102 H 1.769 1.469 -2.716  C95 1.084
103 H 2.944 0.164 -2.776  C95 1.092
104 H 0.855 0.795 -4.933  C96 1.095
105 H 0.767 -0.517 -3.788  C96 1.084
106 H 1.523 -1.414 -5.890  C97 1.095
107 H 2.792 -1.565 -4.700  C97 1.095
108 H 3.707 -0.886 -6.858  C98 1.095
109 H 4.021 0.329 -5.644  C98 1.094
110 H 3.406 1.402 -7.718  C99 1.094
111 H 2.160 1.735 -6.536  C99 1.094
112 H 1.994 -0.394 -8.739  C100 1.092
113 H 1.186 1.176 -8.753  C100 1.092
114 H 0.707 -0.042 -7.575  C100 1.091
115 C -5.711 5.616 -4.822  C116 1.525, H121 1.091, H122 1.091, H123 1.092
116 C -4.932 4.684 -3.899  C115 1.525, C117 1.528, H124 1.094, H125 1.094
117 C -3.925 5.412 -3.010  C116 1.528, C118 1.530, H126 1.095, H127 1.095
118 C -2.811 6.147 -3.758  C117 1.530, C119 1.528, H128 1.095, H129 1.094
119 C -1.967 5.273 -4.686  C118 1.528, C120 1.525, H130 1.093, H131 1.094
120 C -1.211 4.171 -3.952  C119 1.525, H132 1.093, H133 1.092, H134 1.089
121 H -5.054 6.128 -5.527  C115 1.091
122 H -6.441 5.051 -5.404  C115 1.091
123 H -6.252 6.371 -4.247  C115 1.092
124 H -4.431 3.914 -4.493  C116 1.094
125 H -5.643 4.158 -3.255  C116 1.094
126 H -3.484 4.690 -2.315  C117 1.095
127 H -4.460 6.137 -2.389  C117 1.095
128 H -2.153 6.619 -3.021  C118 1.095
129 H -3.241 6.966 -4.342  C118 1.094
130 H -1.244 5.912 -5.198  C119 1.093
131 H -2.592 4.832 -5.467  C119 1.094
132 H -0.553 4.592 -3.187  C120 1.093
133 H -0.592 3.605 -4.652  C120 1.092
134 H -1.891 3.468 -3.473  C120 1.089

These are the Löwdin partial charges, in e, on atoms 1 to 99: number 1, C, carries 0.03; number 2, C, carries -0.13; number 3, N, carries 0.11; number 4, C, carries -0.54; number 5, O, carries 0.19; number 6, O, carries 0.11; number 7, C, carries -0.72; number 8, F, carries 0.17; number 9, F, carries 0.18; number 10, F, carries 0.19; number 11, H, carries 0.07; number 12, H, carries 0.08; number 13, H, carries 0.10; number 14, H, carries 0.12; number 15, C, carries -0.11; number 16, C, carries -0.27; number 17, C, carries -0.23; number 18, C, carries -0.22; number 19, C, carries -0.27; number 20, C, carries -0.11; number 21, H, carries 0.06; number 22, H, carries 0.07; number 23, H, carries 0.07; number 24, H, carries 0.09; number 25, H, carries 0.10; number 26, H, carries 0.10; number 27, H, carries 0.11; number 28, H, carries 0.11; number 29, H, carries 0.10; number 30, H, carries 0.07; number 31, H, carries 0.10; number 32, H, carries 0.08; number 33, H, carries 0.07; number 34, H, carries 0.06; number 35, C, carries -0.10; number 36, C, carries -0.27; number 37, C, carries -0.23; number 38, C, carries -0.23; number 39, C, carries -0.27; number 40, C, carries -0.11; number 41, H, carries 0.07; number 42, H, carries 0.05; number 43, H, carries 0.08; number 44, H, carries 0.10; number 45, H, carries 0.10; number 46, H, carries 0.10; number 47, H, carries 0.11; number 48, H, carries 0.11; number 49, H, carries 0.10; number 50, H, carries 0.10; number 51, H, carries 0.10; number 52, H, carries 0.07; number 53, H, carries 0.07; number 54, H, carries 0.06; number 55, C, carries -0.10; number 56, C, carries -0.26; number 57, C, carries -0.23; number 58, C, carries -0.23; number 59, C, carries -0.27; number 60, C, carries -0.11; number 61, H, carries 0.07; number 62, H, carries 0.07; number 63, H, carries 0.05; number 64, H, carries 0.10; number 65, H, carries 0.09; number 66, H, carries 0.10; number 67, H, carries 0.09; number 68, H, carries 0.11; number 69, H, carries 0.10; number 70, H, carries 0.10; number 71, H, carries 0.10; number 72, H, carries 0.07; number 73, H, carries 0.07; number 74, H, carries 0.06; number 75, C, carries -0.11; number 76, C, carries -0.27; number 77, C, carries -0.23; number 78, C, carries -0.23; number 79, C, carries -0.26; number 80, C, carries -0.11; number 81, H, carries 0.07; number 82, H, carries 0.07; number 83, H, carries 0.07; number 84, H, carries 0.10; number 85, H, carries 0.10; number 86, H, carries 0.09; number 87, H, carries 0.11; number 88, H, carries 0.10; number 89, H, carries 0.10; number 90, H, carries 0.11; number 91, H, carries 0.10; number 92, H, carries 0.07; number 93, H, carries 0.07; number 94, H, carries 0.07; number 95, C, carries -0.09; number 96, C, carries -0.26; number 97, C, carries -0.22; number 98, C, carries -0.23; number 99, C, carries -0.27